Entry 1:
A cluster of 2 separate species, C6H14O2 in total at a distorted geometry. Source: OMol25; level of theory: ωB97M-V/def2-TZVPD.

Values from the calculation:
* largest force on an atom: 3.01 eV/Å
* SMILES: C=CCCCCO.O
* E_HOMO: -9.704 eV
* relative energy (zero: lowest compared OMol25 entry of this formula, charge and spin): 244.0 kJ/mol
* DFT total energy: -10542.0878 eV
* frontier orbital gap: 10.61 eV

```
22
Properties=species:S:1:pos:R:3:nbo_charge:R:1
H 3.366 0.072 -1.841 0.199
H -0.403 -0.758 3.188 0.172
C 0.262 1.334 -1.030 -0.450
H -0.145 1.079 -2.051 0.212
H -0.933 -1.587 1.658 0.195
H 2.325 1.611 -0.165 0.202
C -0.831 -0.635 2.166 -0.072
H -1.341 -0.057 -0.255 0.212
C 1.749 1.337 -1.018 -0.184
H -0.895 1.456 1.409 0.203
H 0.310 -0.724 -0.169 0.207
H -1.810 -2.922 -1.705 0.472
C -0.301 0.550 1.355 -0.428
H -0.580 -1.971 -1.711 0.473
H 1.880 0.021 -2.672 0.174
H -0.141 2.333 -0.805 0.214
C -0.279 0.186 -0.148 -0.397
H 0.644 0.873 1.769 0.198
O -2.198 -0.329 2.506 -0.736
H -2.225 0.474 3.029 0.458
O -0.857 -2.893 -1.620 -0.943
C 2.403 0.549 -1.892 -0.381
```

=====

Entry 2:
A cluster of 2 separate species, C15H22N6O3S in total at a distorted geometry. Source: OMol25; level of theory: ωB97M-V/def2-TZVPD.

Values from the calculation:
* largest force on an atom: 3.98 eV/Å
* SMILES: CNC(=O)[C@@H](NC(C)=O)[C@@H](C)O.[H]/N=C(\N)Nc1nc2ccccc2s1
* E_HOMO: -8.252 eV
* relative energy (zero: lowest compared OMol25 entry of this formula, charge and spin): 55.3 kJ/mol
* DFT total energy: -41831.7204 eV
* frontier orbital gap: 8.69 eV

```
47
Properties=species:S:1:pos:R:3:nbo_charge:R:1
O -0.163 -0.529 0.498 -0.722
H 0.106 -0.418 1.414 0.473
C -2.024 -3.779 1.148 0.652
C -1.808 2.504 -1.213 -0.197
N 5.673 4.433 -2.644 -0.788
H 0.388 -3.974 2.574 0.228
H -2.024 -1.174 3.002 0.418
H 1.237 -3.433 4.030 0.251
S 0.891 5.638 -3.020 0.356
H -0.724 -3.062 -1.515 0.240
N -2.279 -4.436 2.288 -0.608
H -2.724 -6.170 3.397 0.210
H 3.760 5.593 -3.204 0.433
N 4.470 3.101 -1.310 -0.827
C 0.733 -3.102 3.122 -0.722
H 5.134 2.360 -1.475 0.394
H -3.536 3.629 -1.860 0.218
H 1.441 -2.536 2.520 0.231
H 0.113 1.623 -0.716 0.242
C -0.424 -2.203 3.514 0.657
C -0.729 -2.016 -1.212 -0.618
C -0.298 4.539 -2.380 -0.244
C 2.150 4.567 -2.399 0.280
C 0.339 3.471 -1.763 0.194
C -0.443 -1.893 0.284 0.100
C -1.590 -2.299 1.239 -0.148
C -2.451 3.586 -1.833 -0.225
H 0.449 -2.475 0.509 0.162
H -2.386 1.704 -0.760 0.216
C -0.408 2.450 -1.182 -0.239
N 1.724 3.494 -1.777 -0.546
O -2.177 -4.323 0.063 -0.630
N -1.348 -1.823 2.627 -0.638
C 4.540 4.117 -2.172 0.571
H 6.463 3.904 -2.292 0.337
H -3.688 -5.948 1.918 0.209
H -2.187 5.448 -2.905 0.220
C -1.695 4.609 -2.421 -0.213
H -1.996 -6.459 1.800 0.214
N 3.493 4.842 -2.586 -0.602
H -2.460 -1.747 0.884 0.237
H -2.183 -3.929 3.155 0.404
H -1.696 -1.571 -1.446 0.208
O -0.509 -1.811 4.663 -0.618
H 0.047 -1.498 -1.777 0.222
C -2.696 -5.836 2.359 -0.412
H 3.497 2.831 -1.147 0.416
```

=====

Entry 3:
A structure of composition C8H13N14O3W at a distorted geometry. Source: OMol25; level of theory: ωB97M-V/def2-TZVPD.

Values from the calculation:
* largest force on an atom: 3.13 eV/Å
* E_HOMO (alpha / beta): -20.172 / -20.184 eV
* relative energy (zero: lowest compared OMol25 entry of this formula, charge and spin): 425.3 kJ/mol
* charge: +3
* DFT total energy: -37294.1644 eV
* frontier orbital gap (alpha / beta): 5.32 / 5.35 eV

```
39
Properties=species:S:1:pos:R:3:nbo_charge:R:1
C 1.262 -1.227 -0.646 -0.047
O -3.990 2.762 -0.585 -0.014
C 3.322 -0.194 -0.047 -0.096
H 0.172 1.905 -1.794 0.252
O -3.450 0.948 0.521 -0.439
H -3.404 -2.841 2.955 0.510
O -1.966 1.863 -0.641 -0.529
N -3.629 -1.666 -0.811 0.153
C 1.383 1.015 0.572 -0.072
C -2.117 -1.199 2.930 0.516
N 2.669 1.111 0.060 -0.311
H 0.122 0.290 -2.627 0.253
H 3.328 -0.708 0.917 0.249
H 0.904 2.015 0.676 0.254
N -2.722 -2.318 2.393 -0.498
H 3.761 1.964 -1.525 0.269
H 3.689 -0.146 -2.626 0.268
H 2.155 -0.869 -3.113 0.253
H 0.722 -1.799 -1.420 0.257
H 2.272 2.823 -1.110 0.250
C -2.814 -2.305 1.038 0.571
H 1.228 -1.753 0.324 0.246
N 2.568 -0.952 -1.040 -0.317
N -1.763 -1.804 0.296 -0.378
C 2.646 -0.283 -2.335 -0.096
C 0.647 0.912 -1.886 -0.056
N -3.915 -2.267 0.264 -0.117
N -1.317 -0.384 2.112 -0.447
N -2.396 -0.526 4.025 -0.174
N 0.422 0.156 -0.435 -0.639
N -1.307 0.825 2.781 -0.094
H 1.394 0.467 1.533 0.251
W -1.420 0.140 0.222 2.257
C 2.725 1.832 -1.207 -0.094
N 1.995 1.017 -2.176 -0.350
N -2.351 -1.343 -0.862 -0.192
N -1.919 0.672 3.890 0.124
H 4.358 -0.074 -0.368 0.271
N -3.263 1.946 -0.253 0.753
```

=====

Entry 4:
An isolated molecule of CH2Cl2N2O2 at a distorted geometry. Source: OMol25; level of theory: ωB97M-V/def2-TZVPD.

Values from the calculation:
* largest force on an atom: 3.06 eV/Å
* SMILES: O=[N+]([O-])CN(Cl)Cl
* E_HOMO: -10.432 eV
* relative energy (zero: lowest compared OMol25 entry of this formula, charge and spin): 67.7 kJ/mol
* DFT total energy: -33183.6175 eV
* frontier orbital gap: 9.77 eV

```
9
Properties=species:S:1:pos:R:3:nbo_charge:R:1
Cl 2.696 1.486 -0.529 0.168
O -0.395 2.663 0.275 -0.349
Cl 2.358 -1.020 0.643 0.123
O -1.674 1.222 1.131 -0.354
N -0.674 1.526 0.535 0.517
H 0.501 0.586 -1.058 0.234
C 0.230 0.412 0.028 -0.164
H -0.258 -0.582 0.185 0.257
N 1.730 0.607 0.568 -0.433
```

=====

Entry 5:
An isolated molecule of CH2N4O at a distorted geometry. Source: OMol25; level of theory: ωB97M-V/def2-TZVPD.

Values from the calculation:
* largest force on an atom: 7.12 eV/Å
* SMILES: [H]/N=c1/nno[nH]1
* E_HOMO: -10.095 eV
* relative energy (zero: lowest compared OMol25 entry of this formula, charge and spin): 374.4 kJ/mol
* DFT total energy: -9072.4176 eV
* frontier orbital gap: 9.71 eV

```
8
Properties=species:S:1:pos:R:3:nbo_charge:R:1
H 0.650 1.337 0.958 0.401
H -2.196 0.518 -0.298 0.341
O 1.639 0.285 -0.223 -0.228
N 0.265 -1.331 0.014 -0.188
N 1.431 -1.101 -0.103 0.178
C -0.467 -0.187 -0.078 0.409
N -1.722 -0.364 -0.143 -0.584
N 0.400 0.842 -0.126 -0.329
```

=====

Entry 6:
An isolated molecule of C23H26N2O7S at a distorted geometry. Source: OMol25; level of theory: ωB97M-V/def2-TZVPD.

Values from the calculation:
* largest force on an atom: 1.00 eV/Å
* SMILES: COc1ccc(/C=C/C(=O)OCC(=O)Nc2ccc(C)cc2)cc1S(=O)(=O)N1CCOCC1
* E_HOMO: -8.328 eV
* relative energy (zero: lowest compared OMol25 entry of this formula, charge and spin): 143.9 kJ/mol
* DFT total energy: -52420.3368 eV
* frontier orbital gap: 7.91 eV

```
59
Properties=species:S:1:pos:R:3:nbo_charge:R:1
N 4.985 -0.573 -0.012 -0.598
O 2.082 -4.171 -0.942 -0.590
C -3.233 -0.658 0.601 -0.322
N -3.968 1.929 -0.115 -0.677
H 4.329 -3.368 -1.353 0.231
O 3.048 -2.313 -0.115 -0.526
C 0.729 -2.384 -0.130 -0.325
H 0.823 -1.393 0.283 0.214
C -2.889 -3.260 -0.221 -0.116
H 7.780 4.640 1.651 0.219
H -0.419 -3.996 -0.739 0.227
C 7.703 1.939 0.027 -0.213
H -3.240 1.104 -1.911 0.182
H -6.750 3.113 -1.580 0.199
H 7.617 -0.153 -0.425 0.245
O -4.920 3.202 -2.405 -0.520
C 5.430 -1.797 -0.370 0.659
C 5.700 0.624 0.118 0.123
H -3.016 3.285 -3.040 0.200
C 7.708 4.393 0.592 -0.624
C -5.375 1.881 -0.430 -0.256
H 8.713 4.359 0.179 0.215
H -7.525 -1.056 0.992 0.210
H -3.326 4.141 -1.497 0.171
C -4.360 -1.472 0.448 0.331
C 1.983 -3.076 -0.448 0.762
C 7.011 3.078 0.415 -0.033
H 4.576 -3.619 0.377 0.216
C 4.994 1.761 0.507 -0.225
H -5.544 4.026 -0.620 0.171
O -2.050 1.515 1.395 -0.947
C -3.129 2.005 -1.286 -0.265
C 4.331 -2.864 -0.380 -0.170
H 3.932 1.694 0.696 0.204
C -0.448 -2.990 -0.337 -0.082
C -1.969 -1.131 0.354 -0.145
C -4.162 -2.792 0.036 -0.311
C 5.645 2.969 0.653 -0.201
H -6.921 -2.107 -0.314 0.180
H -2.762 -4.283 -0.542 0.219
C -1.761 -2.448 -0.069 -0.147
O -5.555 -0.906 0.693 -0.484
H -5.002 -3.457 -0.089 0.229
O 6.567 -2.095 -0.656 -0.604
S -3.387 1.049 1.165 2.335
H 7.153 5.190 0.101 0.216
H 8.765 2.000 -0.163 0.209
C -5.713 3.135 -1.241 -0.075
H -1.150 -0.448 0.509 0.245
H -5.616 0.992 -1.031 0.182
C -6.714 -1.714 0.686 -0.255
H 5.086 3.842 0.956 0.210
C -3.548 3.241 -2.088 -0.072
O -4.338 1.142 2.227 -0.922
H -2.098 2.092 -0.946 0.239
H 3.996 -0.508 0.196 0.416
H -6.629 -2.540 1.397 0.187
C 7.065 0.721 -0.123 -0.184
H -5.920 1.848 0.512 0.243
```

=====

Entry 7:
An isolated molecule of C3H8N2O2 at a distorted geometry. Source: OMol25; level of theory: ωB97M-V/def2-TZVPD.

Values from the calculation:
* largest force on an atom: 2.83 eV/Å
* SMILES: [H]/N=C(/CO)NOC
* E_HOMO: -9.672 eV
* relative energy (zero: lowest compared OMol25 entry of this formula, charge and spin): 373.1 kJ/mol
* DFT total energy: -10313.0857 eV
* frontier orbital gap: 10.41 eV

```
15
Properties=species:S:1:pos:R:3:nbo_charge:R:1
H -2.983 -1.300 0.278 0.208
O 2.198 -1.093 0.033 -0.712
C -2.189 -0.574 0.627 -0.264
N -0.813 0.924 -0.424 -0.341
H -1.214 1.735 0.019 0.362
H -1.450 -1.082 1.321 0.174
H 1.192 2.412 0.244 0.356
C 0.865 -0.866 -0.219 -0.126
H 0.104 -1.459 0.307 0.170
N 1.431 1.360 0.343 -0.734
H 2.519 -0.267 0.546 0.501
O -1.649 -0.167 -0.584 -0.373
C 0.507 0.581 -0.007 0.411
H 0.616 -1.128 -1.261 0.198
H -2.603 0.330 1.110 0.170
```